No. 1
{
  "formula": "C5H6N4O3S",
  "method": "the ωB97M-V functional and the def2-TZVPD basis",
  "symbols": ["N", "N", "H", "C", "H", "H", "H", "C", "H", "C", "S", "N", "O", "C", "O", "O", "H", "C", "N"],
  "coordinates": [[0.740, 0.581, -0.193], [3.269, 0.428, 0.565], [-3.472, -0.091, 2.252], [0.599, -1.810, -0.431], [2.523, 1.112, 0.664], [4.273, 0.484, 0.711], [-0.597, 2.783, -0.731], [-1.431, -0.632, -0.385], [1.219, -2.636, -0.772], [-0.568, 0.771, -0.445], [-3.219, -0.582, -0.059], [-0.813, -1.744, -0.420], [-2.826, -0.267, 1.548], [1.187, -0.664, -0.099], [3.282, -1.756, -0.249], [-3.627, 0.648, -0.747], [-2.135, 2.188, -0.691], [2.714, -0.757, 0.128], [-1.118, 1.945, -0.645]],
  "forces_ev_per_angstrom": [[-3.1778, 1.7160, 0.0682], [-0.8472, -1.8965, -0.2775], [-0.4626, -0.2590, -0.8410], [-2.8282, 0.1949, -0.2727], [0.9759, 0.5214, 0.2093], [-0.6872, 0.3606, -0.0014], [1.2343, 0.3166, 0.0950], [2.0753, 2.9024, -0.0518], [-0.7856, -0.3686, 0.6380], [-0.2738, -4.5447, 1.2522], [0.7888, 0.4308, 0.6480], [1.1001, -0.9978, -0.5709], [0.4277, 0.2161, -0.2587], [3.4112, 0.2973, -0.3222], [0.7054, -0.1718, 0.5758], [-0.3418, -0.0680, 0.3285], [1.3013, -1.5725, 0.0641], [-0.2765, 1.1238, -0.8505], [-2.3392, 1.7990, -0.4323]],
  "nbo_charge": [-0.5344, -0.8429, 0.5135, -0.0823, 0.4273, 0.4163, 0.3994, -0.0632, 0.2548, 0.4484, 1.5125, -0.3636, -0.9300, 0.0794, -0.6086, -0.9539, 0.4483, 0.6517, -0.7728],
  "gap_ev": 8.675,
  "homo_ev": -8.649,
  "lumo_ev": 0.0
}



No. 2
{
  "formula": "C5H6N5O",
  "method": "the ωB97M-V functional and the def2-TZVPD basis",
  "symbols": ["N", "C", "H", "N", "N", "H", "C", "H", "O", "N", "C", "H", "C", "N", "H", "H", "C"],
  "coordinates": [[0.279, -0.700, -0.529], [1.194, 0.273, -0.057], [3.030, -0.891, 0.473], [-4.291, 0.868, -0.055], [-4.255, 0.666, -1.348], [3.055, -0.529, -1.186], [0.889, 0.602, 1.513], [-0.018, 1.181, 1.704], [1.114, -2.713, -1.094], [-3.107, 0.696, 0.491], [-2.431, 0.373, -0.592], [0.999, -0.410, 1.966], [2.370, -0.683, -0.315], [-3.040, 0.352, -1.719], [1.353, 1.270, -0.529], [1.642, 1.220, 2.044], [1.216, -1.574, -0.766]],
  "forces_ev_per_angstrom": [[-2.1517, 2.6775, 0.2994], [0.9390, 4.0298, 2.8151], [0.3302, -0.8855, 1.5118], [-1.5311, 0.5340, 0.5169], [-1.6940, 0.4666, -0.3166], [-0.8543, 0.5137, 0.3619], [1.7189, -0.7500, -0.8669], [-0.3901, -0.8767, -0.3497], [0.7137, -2.3319, -1.0662], [1.8104, -0.5567, 0.4627], [0.7690, -0.1706, 0.7058], [-0.9120, 0.7529, 0.1771], [-0.3001, 0.7508, -1.7379], [1.8036, -0.8453, -1.4790], [-0.6815, -0.6762, -0.3747], [0.2300, -0.2083, -0.7356], [0.2000, -2.4242, 0.0758]],
  "nbo_charge": [-0.4127, -0.0528, 0.2124, -0.1329, -0.1399, 0.2142, -0.6319, 0.2276, -0.6198, -0.4284, 0.5427, 0.2015, -0.5094, -0.4198, 0.1688, 0.1834, 0.5968],
  "gap_ev": [8.227, 5.699],
  "homo_ev": [-5.877, -5.185],
  "lumo_ev": [2.3, 0.5],
  "charge": -1
}



No. 3
{
  "formula": "C5H6NO",
  "method": "the ωB97M-V functional and the def2-TZVPD basis",
  "symbols": ["H", "H", "O", "C", "C", "H", "H", "C", "C", "C", "N", "H", "H"],
  "coordinates": [[-1.970, -1.160, 1.325], [2.147, -1.236, 0.433], [2.628, 0.503, 0.825], [-0.340, -1.016, -0.203], [-1.465, 0.849, 0.408], [-0.353, -2.047, -0.510], [-0.191, 2.246, -0.735], [0.357, 0.126, -0.759], [-0.418, 1.221, -0.415], [-1.354, -0.600, 0.563], [2.204, -0.333, -0.078], [-2.123, 1.545, 0.918], [0.878, -0.098, -1.775]],
  "forces_ev_per_angstrom": [[0.6356, 0.3626, -1.2646], [-0.9571, -0.1182, -0.1188], [-0.6267, -1.2270, -1.3686], [0.4743, -0.9492, -0.7266], [0.9259, -0.5987, 0.3315], [1.0704, -0.3648, -0.0233], [-0.1577, -0.3679, 0.2137], [0.6650, -3.5442, -3.4683], [-0.4130, 2.4514, 0.1561], [-2.7000, 1.5527, 2.4304], [2.3116, 1.8386, 2.0034], [-0.0552, -0.2116, 0.0135], [-1.1732, 1.1763, 1.8217]],
  "nbo_charge": [0.1782, 0.2715, -0.5397, -0.2952, -0.3008, 0.1848, 0.1829, -0.2838, -0.3049, -0.3376, -0.1480, 0.1821, 0.2106],
  "gap_ev": [6.931, 6.855],
  "homo_ev": [-2.392, -2.311],
  "lumo_ev": [4.5, 4.5],
  "charge": -1
}



No. 4
{
  "formula": "C5H6NO",
  "method": "the ωB97M-V functional and the def2-TZVPD basis",
  "symbols": ["C", "C", "N", "C", "H", "C", "H", "H", "H", "C", "O", "H", "H"],
  "coordinates": [[-1.017, 0.039, 0.014], [-0.175, -0.993, 0.015], [-3.297, -0.234, 0.007], [-2.012, 1.969, -0.003], [-1.827, 2.466, -0.942], [1.304, -0.952, -0.007], [-0.630, -1.986, 0.042], [1.684, 0.057, -0.141], [1.691, -1.362, 0.928], [-2.345, 0.569, 0.008], [-3.750, -1.311, -0.012], [1.668, -1.597, -0.807], [-1.756, 2.468, 0.918]],
  "forces_ev_per_angstrom": [[-0.2884, -0.1473, 0.0108], [-1.0520, 1.6549, 0.0158], [-0.8776, -1.0920, 0.0175], [1.2551, -0.8622, -0.0559], [-0.0758, -0.0168, -0.2011], [0.4249, 0.1243, -0.0344], [-0.2871, 0.0602, 0.0627], [0.0205, -0.0373, 0.0000], [-0.0445, 0.0035, 0.0029], [0.9375, 0.0239, 0.0201], [0.0034, 0.3214, -0.0352], [0.0205, 0.0196, -0.0379], [-0.0364, -0.0522, 0.2346]],
  "nbo_charge": [0.1885, -0.1451, 0.3258, -0.1645, 0.2560, -0.6471, 0.2740, 0.2434, 0.2659, -0.0370, -0.0797, 0.2623, 0.2575],
  "gap_ev": [6.989, 7.890],
  "homo_ev": [-14.492, -14.566],
  "lumo_ev": [-7.5, -6.7],
  "charge": 1
}



No. 5
{
  "formula": "C5H6NO",
  "method": "the ωB97M-V functional and the def2-TZVPD basis",
  "symbols": ["C", "H", "C", "H", "C", "O", "H", "H", "H", "C", "H", "N", "C"],
  "coordinates": [[0.705, 1.119, -0.030], [-1.386, 0.644, -1.791], [1.817, -0.846, 0.099], [3.111, -2.627, -0.127], [2.617, -1.744, -0.011], [1.236, 2.118, -0.222], [-0.149, -0.776, -1.237], [-2.092, -0.016, 1.455], [-1.970, -0.575, -0.786], [-1.196, 0.753, 1.298], [-1.084, 1.361, 2.203], [-0.577, 0.671, 0.156], [-1.033, -0.083, -1.007]],
  "forces_ev_per_angstrom": [[4.4383, -2.0710, 0.2997], [1.1858, -0.5096, 0.4996], [-1.5069, 3.3430, -0.3289], [1.3177, -1.7483, -0.1262], [-1.8012, 1.8935, 0.1444], [-0.3102, -0.0628, 0.0668], [-1.5958, 0.8782, -0.2586], [1.7423, 1.9116, -0.8254], [0.1251, -0.6250, 0.5012], [-2.6390, -2.4948, -0.3080], [1.2352, 0.1624, -0.6969], [-2.2053, 0.0237, 2.2808], [0.0140, -0.7007, -1.2485]],
  "nbo_charge": [0.8655, 0.2714, -0.2517, 0.2427, -0.2373, -0.3217, 0.2999, 0.2537, 0.2547, 0.1689, 0.2750, -0.3695, -0.4515],
  "gap_ev": [7.283, 7.284],
  "homo_ev": [-14.194, -14.194],
  "lumo_ev": [-6.9, -6.9],
  "charge": 1
}



No. 6
{
  "formula": "C5H6NO2",
  "method": "the ωB97M-V functional and the def2-TZVPD basis",
  "symbols": ["H", "O", "H", "C", "H", "C", "N", "C", "C", "H", "O", "H", "C", "H"],
  "coordinates": [[-1.147, -2.816, -1.817], [0.804, 3.175, 1.332], [1.657, -0.357, 1.185], [-0.834, 0.247, -0.442], [1.109, -0.166, -1.295], [0.421, -0.486, -0.607], [-1.657, -1.881, -1.558], [1.183, -1.142, 0.547], [-0.338, 3.223, 1.398], [-1.136, 1.365, -0.284], [-1.526, 3.162, 1.379], [2.034, -1.756, 0.056], [-0.959, -0.920, -0.997], [0.390, -1.649, 1.103]],
  "forces_ev_per_angstrom": [[-0.5326, 2.6802, 0.9142], [1.3244, 0.4422, 0.2838], [-0.1996, -0.5376, -0.2075], [-0.7736, 4.7743, 1.7647], [1.7097, 0.7767, -2.5148], [-0.2880, -0.7441, 2.0043], [0.1177, -1.8867, -0.7258], [0.6702, 0.4499, -0.8447], [-4.0443, -1.1629, -0.6940], [0.2510, -2.5508, -0.4938], [2.7001, 0.7676, 0.4781], [-1.3918, 0.3321, 1.2665], [-0.2212, -2.7591, -1.5457], [0.6779, -0.5818, 0.3147]],
  "nbo_charge": [0.3004, -0.5013, 0.1701, -0.5093, 0.1259, -0.3137, -0.9260, -0.6272, 1.0280, 0.1602, -0.5288, 0.1716, 0.2425, 0.2076],
  "gap_ev": 4.867,
  "homo_ev": -1.877,
  "lumo_ev": 3.0,
  "charge": -1
}



No. 7
{
  "formula": "C5H6NO2",
  "method": "the ωB97M-V functional and the def2-TZVPD basis",
  "symbols": ["O", "O", "C", "H", "C", "H", "N", "C", "C", "H", "C", "H", "H", "H"],
  "coordinates": [[-0.950, 0.060, -0.118], [0.550, 1.773, 0.550], [-2.391, 0.196, -0.329], [3.266, -0.929, 1.065], [2.740, 0.352, -1.140], [-2.894, 1.190, -0.013], [2.005, -0.644, -0.620], [-0.188, 0.958, 0.226], [2.483, 0.783, 0.149], [-2.640, -0.196, -1.292], [2.286, -0.582, 0.738], [-2.961, -0.655, 0.308], [2.912, 0.809, -2.060], [1.507, -0.649, 1.497]],
  "forces_ev_per_angstrom": [[0.6811, 0.2775, 0.1549], [-2.0352, -1.0449, -0.4594], [-4.2478, -1.2071, 2.6250], [-0.2897, -0.2575, -0.0402], [0.5092, 0.6925, 3.7048], [1.5559, -1.4476, -0.8031], [-3.1485, -1.6172, -2.2476], [-0.0113, 0.8416, 0.1537], [2.3705, 1.3029, -1.1920], [0.5173, 0.6290, -1.0132], [2.0441, 0.5014, 1.7607], [1.9031, 2.0231, -0.7998], [0.2600, -0.0431, -1.5244], [-0.1086, -0.6504, -0.3193]],
  "nbo_charge": [-0.3967, -0.2704, -0.3022, 0.2664, -0.0191, 0.2551, -0.3264, 1.0698, 0.0501, 0.2501, -0.2989, 0.2557, 0.2540, 0.2125],
  "gap_ev": 7.880,
  "homo_ev": -12.206,
  "lumo_ev": -4.3,
  "charge": 1
}



No. 8
{
  "formula": "C5H6NO2S",
  "method": "the ωB97M-V functional and the def2-TZVPD basis",
  "symbols": ["N", "O", "H", "C", "H", "C", "O", "H", "C", "C", "H", "H", "S", "C", "H"],
  "coordinates": [[-0.981, -1.167, -0.414], [-3.145, -0.430, -0.427], [-2.061, 1.832, 0.600], [1.407, -0.896, 0.864], [1.651, -1.894, 0.503], [0.646, -0.124, -0.166], [0.686, 2.170, 0.463], [2.335, -0.367, 1.088], [-1.954, -0.189, -0.207], [-0.039, 1.170, 0.262], [0.811, -0.971, 1.771], [1.535, 1.386, -1.580], [1.484, 0.054, -1.729], [-1.410, 1.027, 0.300], [-0.966, -1.600, -1.329]],
  "forces_ev_per_angstrom": [[3.9068, 1.5809, 0.7925], [-0.0454, -0.0180, -0.1330], [-0.0541, 0.0965, 0.0007], [0.0597, 0.1224, 0.1675], [0.0042, -0.0263, -0.0056], [-3.4556, -2.3758, -0.7346], [0.1932, -0.0380, 0.1423], [0.0218, 0.0359, 0.0299], [-0.3294, -0.0312, -0.0705], [0.0540, 0.1700, -0.1538], [-0.0405, -0.0810, 0.0481], [0.0694, 0.1531, -0.0980], [0.0337, -0.0323, -0.1069], [-0.1854, 0.2720, 0.2513], [-0.2322, 0.1719, -0.1301]],
  "nbo_charge": [-0.6807, -0.7014, 0.2041, -0.6537, 0.2079, 0.0099, -0.7358, 0.2173, 0.6108, 0.3986, 0.2252, 0.1660, -0.0668, -0.5593, 0.3578],
  "gap_ev": 6.906,
  "homo_ev": -3.694,
  "lumo_ev": 3.2,
  "charge": -1
}



Which relative energy (zero: lowest compared OMol25 entry of this formula, charge and spin) belongs to each record? In order, 0.0000 5.3157 1.7495 8.5114 7.8211 1.9037 6.9911 1.0940 eV.